The following is a DFT calculation (the ωB97M-V functional and the def2-TZVPD basis) of a gas-phase ion, C6H13N2O (charge +1) at a distorted geometry.

Last column: Löwdin charge in e.
Cartesian coordinates (Å):
C 1.207 -0.024 -0.032  -0.162
C 0.044 2.059 -0.382  -0.106
C -1.107 1.600 0.550  -0.131
C -0.473 -0.675 0.164  -0.434
C -0.355 -2.004 0.881  -0.009
C -1.127 -0.805 -1.200  0.010
N 1.242 1.268 -0.187  0.098
N 2.248 -0.772 0.207  0.220
O -0.976 0.272 1.023  -0.059
H -0.249 1.999 -1.434  0.123
H 0.279 3.100 -0.157  0.137
H -1.110 2.202 1.461  0.137
H -2.068 1.737 0.040  0.136
H -1.361 -2.355 1.101  0.108
H 0.172 -1.901 1.826  0.101
H 0.117 -2.752 0.250  0.096
H -1.352 0.154 -1.652  0.078
H -2.068 -1.339 -1.073  0.108
H -0.509 -1.378 -1.885  0.104
H 2.130 1.764 -0.158  0.175
H 2.137 -1.764 0.354  0.124
H 3.180 -0.384 0.302  0.144

Computed properties:
E, eV: -11454.0609
Net charge: +1
HOMO energy, eV: -14.148
SMILES: CC1(C)OCCNC1=[NH2+]
HOMO-LUMO gap, hartree: 0.4101
LUMO energy, eV: -2.989
ΔE to the lowest compared entry with this formula, charge and spin, eV: 0.653
Spin multiplicity: 1

=====

The following is a DFT calculation (the ωB97M-V functional and the def2-TZVPD basis) of 2 unconnected molecules or ions with the total composition C6H13N2O at a distorted geometry.

Last column: Mulliken spin population.
Cartesian coordinates (Å):
C 1.822 0.311 -0.102  0.435
C -0.273 -0.315 -1.800  0.002
C 0.419 -0.104 -0.488  0.229
C 2.364 -0.186 1.232  0.086
C -0.897 -2.302 -0.033  -0.004
C -1.784 1.548 0.554  -0.002
N -0.398 -1.080 -0.561  0.134
N -0.424 1.765 0.156  0.181
O 2.252 1.091 -0.888  0.896
H -1.018 0.304 -2.246  0.000
H 0.316 -0.957 -2.503  -0.003
H 1.781 0.279 2.084  0.021
H 3.448 -0.092 1.380  0.004
H 2.330 -1.275 1.160  0.007
H -1.953 -2.175 -0.035  0.005
H -0.522 -3.058 -0.585  0.002
H -0.499 -2.585 0.863  0.001
H -2.169 0.672 0.043  0.003
H -2.016 1.301 1.668  0.001
H -2.338 2.346 0.159  0.011
H -0.020 2.413 0.782  -0.007
H -0.421 2.099 -0.839  -0.003

Computed properties:
E, eV: -11446.7500
Net charge: +1
HOMO energy (alpha / beta), eV: -10.870 / -13.686
<S²>: 2.0099
HOMO-LUMO gap (alpha / beta), hartree: 0.3014 / 0.2363
LUMO energy (alpha / beta), eV: -2.668 / -7.257
ΔE to the lowest compared entry with this formula, charge and spin, eV: 4.526
Spin multiplicity: 3

=====

The following is a DFT calculation (the ωB97M-V functional and the def2-TZVPD basis) of 2 unconnected molecules or ions with the total composition C6H13N2O2 at a distorted geometry.

Last column: Löwdin charge in e.
Cartesian coordinates (Å):
C 1.044 0.516 -1.755  0.135
C 0.825 1.215 -0.716  -0.003
C -0.464 -2.944 -1.190  -0.472
C -0.678 -3.203 -2.608  0.026
C 0.370 2.407 2.659  -0.090
C -0.284 2.127 1.311  -0.222
N -0.039 -1.847 -0.779  0.000
N 0.786 1.662 0.474  0.074
O 0.122 -1.737 0.630  -0.051
O -0.815 -3.891 -0.352  0.147
H 1.272 1.040 -2.612  0.073
H 0.165 -3.546 -3.121  0.080
H -0.871 -2.323 -3.213  0.100
H -1.377 -3.973 -2.823  0.094
H 0.789 3.524 2.772  0.132
H -0.504 2.338 3.395  0.101
H 1.138 1.596 2.860  0.097
H -0.779 3.013 0.839  0.147
H -1.103 1.410 1.466  0.132
H 0.852 -0.634 -1.749  0.107
H -0.634 -2.237 1.061  0.117
H 1.731 1.716 0.829  0.173
H -0.430 -3.810 0.508  0.103

Computed properties:
E, eV: -13497.0131
Net charge: +1
HOMO energy, eV: -13.364
HOMO-LUMO gap, hartree: 0.3537
LUMO energy, eV: -3.740
ΔE to the lowest compared entry with this formula, charge and spin, eV: 5.434
Spin multiplicity: 1

=====

The following is a DFT calculation (the ωB97M-V functional and the def2-TZVPD basis) of 2 unconnected molecules or ions with the total composition C6H13N2O2.

Last column: Löwdin charge in e.
Cartesian coordinates (Å):
C 0.516 -1.514 -0.323  -0.071
C 1.946 -1.479 0.066  -0.115
C 2.142 -0.010 0.477  -0.094
C 0.710 0.579 0.492  -0.278
C 0.592 1.896 -0.278  -0.177
C -2.181 -0.332 -0.268  -0.290
N -0.125 -0.447 -0.106  0.059
N -2.650 -1.561 -0.152  0.191
O -0.725 2.403 -0.130  -0.062
O -2.369 0.491 0.724  0.103
H 0.032 -2.383 -0.741  0.131
H 2.106 -2.175 0.894  0.130
H 2.596 -1.799 -0.748  0.126
H 2.619 0.084 1.448  0.122
H 2.755 0.512 -0.256  0.120
H 0.340 0.746 1.510  0.162
H 0.815 1.726 -1.339  0.139
H 1.324 2.601 0.132  0.140
H -2.038 0.056 -1.274  0.164
H -2.936 -1.886 0.761  0.144
H -2.770 -2.160 -0.950  0.133
H -0.771 3.295 -0.489  0.124
H -1.928 1.359 0.551  0.099

Computed properties:
E, eV: -13501.6609
Net charge: +1
HOMO energy, eV: -14.221
HOMO-LUMO gap, hartree: 0.4284
LUMO energy, eV: -2.565
ΔE to the lowest compared entry with this formula, charge and spin, eV: 0.786
Spin multiplicity: 1

=====

> Which of these has the highest ΔE to the lowest compared entry with this formula, charge and spin?

number 3

=====

> The lowest ΔE to the lowest compared entry with this formula, charge and spin belongs to which entry?

number 1

=====

> What is the formula in the first record?

C6H13N2O

=====

> ΔE to the lowest compared entry with this formula, charge and spin of number 4 (C6H13N2O2)?

0.786 eV